[1]
Density functional theory data (wB97M-V/def2-TZVPD) for a structure of composition C66H147LiN5OP.

E_HOMO (alpha / beta)   -0.8257 / -0.8257 Ha
<S²>   0.75
Spin multiplicity   2
Orbital gap (alpha / beta)   6.64 / 3.18 eV
Net charge   +7
Max |F|   2.90 eV Å⁻¹
Energy   -3297.70641 Ha

Positions of all 221 atoms, in Å:
P: -3.527 4.003 -1.458
O: 2.139 -0.991 2.321
N: 6.587 0.386 1.421
N: 1.805 3.681 4.547
N: 3.057 -5.035 -0.796
N: -3.590 -2.757 2.950
N: -1.741 -1.953 -3.525
C: -4.997 3.789 0.853
C: -0.983 6.025 -5.767
C: -7.003 1.049 3.821
C: 1.413 2.452 3.684
C: -5.140 4.259 2.299
C: 5.841 4.493 -1.704
C: 4.307 2.992 5.030
C: -2.919 -3.897 3.742
C: -1.461 -3.928 3.290
C: 0.285 -1.369 -2.157
C: 7.736 -0.226 0.529
C: 5.082 2.089 6.071
C: -3.474 -3.988 -3.642
C: -4.161 2.246 -3.381
C: -3.642 -5.393 -4.231
C: 4.456 -7.359 -3.776
C: 1.891 -4.588 1.386
C: 2.215 -0.299 1.073
C: -1.196 -2.653 2.455
C: 3.902 -5.476 0.388
C: 2.931 3.322 5.573
C: -4.803 3.199 -2.404
C: -5.356 -4.269 1.707
C: -5.393 -0.840 3.219
C: -3.834 4.174 3.137
C: -2.512 -1.069 -4.589
C: 0.352 3.049 -0.435
C: 4.440 0.727 6.455
C: 0.495 4.142 5.180
C: -4.645 -2.047 3.854
C: -1.421 6.317 -4.311
C: 5.483 3.084 -1.259
C: 5.666 1.237 0.494
C: -4.153 -3.279 1.564
C: 0.048 2.858 3.203
C: 5.775 -0.739 2.078
C: 2.225 4.894 3.644
C: 3.609 -3.672 -1.191
C: 4.881 -8.695 -3.217
C: -5.553 2.862 -5.434
C: -0.175 -1.639 -3.589
C: 1.576 4.008 -0.296
C: -2.908 -0.558 -7.076
C: -5.206 1.808 -4.397
C: -0.861 -1.734 -1.254
C: 3.368 -4.718 1.622
C: -2.075 -1.536 -2.104
C: -5.577 -4.943 0.347
C: -2.413 -1.768 2.715
C: 7.403 0.064 3.696
C: 4.441 -6.184 -2.801
C: 6.444 2.363 -0.277
C: -4.201 4.786 0.029
C: -2.141 5.162 -3.615
C: -2.022 -3.472 -3.762
C: 7.038 1.156 2.677
C: -0.899 3.906 -0.393
C: -2.090 3.047 -1.014
C: 1.669 -5.041 -0.083
C: 3.070 -5.942 -2.036
C: -2.396 -0.701 -8.470
C: -0.649 3.588 4.312
C: -6.209 -0.230 4.341
C: -2.925 5.440 -2.366
C: 6.539 -1.183 3.323
C: -2.225 -1.558 -5.994
Li: 1.861 -1.657 4.131
H: -6.347 1.901 3.999
H: -5.458 5.293 2.433
H: -2.740 -2.515 -6.075
H: -2.875 -2.077 -1.597
H: -5.986 3.667 0.412
H: -3.900 1.345 -2.826
H: -5.495 2.728 -1.706
H: 1.358 5.448 3.283
H: -1.684 2.667 -1.952
H: -0.561 6.518 -3.673
H: 2.398 2.540 6.113
H: 7.344 -0.387 -0.476
H: 7.896 1.781 2.430
H: -1.204 -1.856 -6.233
H: 5.074 -7.078 -4.629
H: -0.856 -3.784 4.186
H: 3.190 -3.319 -2.134
H: 4.622 -5.283 -3.388
H: -4.655 3.377 -5.774
H: -3.236 2.580 -3.850
H: 2.884 -0.660 0.291
H: 5.953 -8.681 -3.018
H: -0.441 1.937 2.884
H: -3.914 -3.861 -2.653
H: -4.133 -3.280 -4.146
H: 4.684 -3.783 -1.336
H: -6.086 -1.005 2.394
H: 3.540 -5.102 2.628
H: -5.174 -5.108 2.377
H: 4.241 0.122 5.570
H: -1.028 6.966 -6.315
H: -4.731 5.690 -0.270
H: 0.073 -0.689 -4.062
H: -1.527 -3.686 -4.709
H: -7.948 1.194 4.346
H: -2.383 -0.492 -2.160
H: 1.369 -6.086 -0.155
H: 2.211 2.377 2.945
H: -3.019 -5.436 -5.125
H: -4.386 -2.411 0.948
H: 3.526 0.787 7.045
H: 3.511 -2.993 -0.344
H: 3.475 -7.510 -4.227
H: 6.032 1.898 5.572
H: 4.915 -0.219 2.499
H: -2.737 4.651 -4.371
H: -6.055 2.317 -6.233
H: 2.197 -5.627 -2.607
H: -2.351 2.272 -0.293
H: 8.519 0.525 0.422
H: 1.395 1.592 4.354
H: -6.886 -1.033 4.633
H: 5.871 -1.492 4.127
H: 8.134 -1.125 0.998
H: 1.222 -0.116 0.665
H: 4.360 -8.847 -2.272
H: 5.947 5.160 -0.848
H: -1.179 4.452 3.911
H: 0.917 -4.443 -0.599
H: -3.114 -3.818 4.811
H: 2.392 3.318 -0.081
H: 3.730 -6.551 0.441
H: 5.314 2.444 -2.125
H: -0.766 4.913 -0.787
H: 0.366 -2.454 -4.069
H: -4.007 4.550 4.145
H: 2.728 5.630 4.271
H: -3.311 5.217 0.489
H: 6.836 4.428 -2.143
H: -6.231 -3.676 1.973
H: -3.973 -0.790 -7.049
H: -5.959 3.763 2.821
H: -0.227 -2.233 2.727
H: -3.329 -3.743 1.020
H: -4.668 -5.666 -4.478
H: 1.596 -3.548 1.528
H: 2.527 0.737 1.204
H: 4.785 -9.457 -3.990
H: 0.529 2.568 -1.397
H: 2.819 4.512 2.814
H: -6.065 1.529 -3.786
H: -2.835 0.477 -6.743
H: 4.971 -5.365 0.206
H: -6.522 -5.484 0.403
H: -1.308 2.910 4.855
H: 3.710 -3.687 1.709
H: 6.122 1.730 2.818
H: 5.239 2.581 7.032
H: -4.886 0.861 -4.831
H: -2.714 -1.063 1.940
H: -3.127 -0.337 -9.192
H: 8.482 -0.051 3.589
H: -1.410 -0.246 -8.569
H: 7.282 -1.968 3.181
H: -1.294 -2.927 1.405
H: -3.493 3.139 3.116
H: 0.045 5.674 -5.860
H: 2.725 -6.916 -1.688
H: -5.398 3.981 -2.875
H: -4.699 -0.122 2.781
H: 7.296 0.306 4.753
H: -4.122 -1.937 4.804
H: -1.718 5.306 -6.128
H: 0.029 3.461 2.296
H: 1.458 4.734 0.509
H: -5.727 -4.177 -0.413
H: -5.746 0.152 5.250
H: 5.116 0.086 7.021
H: 4.446 3.049 -0.924
H: 5.238 0.432 -0.104
H: 4.754 1.478 1.040
H: 0.544 5.210 5.388
H: 6.704 3.102 0.482
H: -3.558 -1.036 -4.286
H: -1.378 4.410 -3.413
H: -2.290 6.064 -1.736
H: -1.280 4.088 0.613
H: -1.435 -3.953 -2.979
H: 5.544 -1.495 1.327
H: -7.208 1.100 2.752
H: 7.399 2.191 -0.774
H: 1.787 4.493 -1.249
H: -4.459 2.858 1.036
H: -6.247 3.638 -5.111
H: -2.513 -1.743 -8.765
H: -3.791 6.004 -2.713
H: 0.416 2.166 0.201
H: 0.403 3.621 6.133
H: 1.146 -2.012 -1.978
H: -2.058 7.193 -4.188
H: 5.025 4.928 -2.282
H: -4.813 -5.614 -0.047
H: -2.191 -1.247 3.647
H: -1.131 -4.825 2.767
H: 0.538 -0.346 -1.878
H: 5.330 -6.152 -2.171
H: -3.186 4.882 2.621
H: 4.926 3.867 4.835
H: -3.204 -6.162 -3.595
H: 4.098 2.538 4.061
H: 1.228 -5.113 2.073
H: 2.975 4.207 6.209
H: -0.981 -1.126 -0.356
H: -3.295 -4.870 3.427
H: -2.078 -0.072 -4.512
H: -0.900 -2.778 -0.945
H: -5.387 -2.842 3.924

=====

[2]
Density functional theory data (wB97M-V/def2-TZVPD) for a cluster of 14 separate species, C66H150N8O21 in total.

E_HOMO   -0.4238 Ha
Spin multiplicity   1
Orbital gap   8.66 eV
Net charge   +2
Relative energy (zero: lowest compared OMol25 entry of this formula, charge and spin)   0.0 kcal per mole
Max |F|   4.73 eV Å⁻¹
Energy   -4622.13945 Ha

Positions of all 245 atoms, in Å:
O: -22.177 -22.074 0.419
O: -20.275 -29.409 0.729
O: -21.206 -19.681 8.775
O: -12.164 -28.979 4.058
O: -13.716 -22.559 -1.642
O: -16.089 -24.252 -5.402
O: -11.086 -30.467 -0.956
O: -22.889 -20.124 4.355
O: -21.182 -21.357 10.214
O: -19.135 -25.808 0.028
O: -18.582 -28.916 2.134
O: -24.452 -23.553 5.935
O: -14.799 -22.059 4.107
O: -9.788 -24.831 -3.023
O: -15.270 -23.057 6.092
O: -20.145 -22.255 1.366
O: -10.488 -25.762 1.306
O: -14.241 -24.607 -2.407
O: -16.988 -20.713 -0.497
O: -25.475 -24.181 -0.149
O: -9.307 -29.941 -2.206
N: -22.726 -24.514 0.254
N: -15.922 -25.334 2.917
N: -16.634 -22.152 -2.549
N: -9.947 -27.057 -1.509
N: -17.238 -21.064 8.648
N: -11.083 -30.873 3.445
N: -12.697 -27.578 -4.429
N: -22.509 -21.421 6.982
C: -14.143 -28.301 -2.470
C: -18.280 -24.397 2.841
C: -23.186 -19.520 5.664
C: -16.191 -26.683 2.352
C: -22.934 -22.679 7.679
C: -15.589 -24.307 1.858
C: -19.513 -31.000 2.314
C: -10.672 -26.852 -5.649
C: -12.217 -24.227 -1.233
C: -11.890 -26.329 -4.901
C: -16.947 -23.113 -3.569
C: -19.212 -24.383 8.921
C: -16.504 -19.306 10.019
C: -13.443 -23.884 -1.824
C: -13.042 -27.392 -3.011
C: -13.913 -27.681 -5.212
C: -20.140 -25.703 4.144
C: -14.654 -25.515 3.866
C: -14.743 -22.133 5.335
C: -26.748 -23.563 -0.135
C: -9.966 -23.681 -3.849
C: -9.946 -29.309 5.047
C: -8.490 -25.310 -2.714
C: -18.323 -26.181 -0.988
C: -21.320 -20.180 9.985
C: -15.419 -27.717 3.190
C: -8.731 -26.202 -1.472
C: -16.092 -20.260 0.437
C: -10.655 -27.432 -0.287
C: -17.086 -24.827 3.723
C: -23.403 -24.566 -1.138
C: -12.167 -31.377 2.614
C: -15.269 -20.124 9.602
C: -17.941 -23.511 8.587
C: -24.556 -23.545 -1.045
C: -17.201 -20.787 -2.835
C: -10.440 -25.315 2.623
C: -11.710 -28.783 -4.650
C: -15.641 -24.421 -6.823
C: -18.292 -22.109 8.922
C: -16.794 -19.999 -1.670
C: -10.136 -30.824 -1.633
C: -15.905 -21.485 9.220
C: -17.726 -19.797 9.333
C: -20.954 -21.693 0.646
C: -20.349 -25.159 -0.566
C: -13.921 -21.052 6.091
C: -17.159 -20.848 7.170
C: -15.360 -29.471 -0.697
C: -11.122 -29.709 4.108
C: -10.362 -28.156 -4.868
C: -23.456 -24.214 5.108
C: -14.277 -28.425 -0.940
C: -19.583 -29.699 1.673
C: -21.784 -19.263 11.145
C: -23.598 -20.522 6.655
C: -14.934 -26.957 4.406
C: -15.927 -23.052 -4.701
C: -19.192 -25.699 8.228
C: -21.544 -25.446 0.390
C: -19.635 -24.368 3.510
C: -9.640 -32.262 -1.869
C: -24.235 -23.426 7.337
C: -20.657 -20.392 0.018
C: -22.761 -19.039 3.377
C: -10.064 -27.083 1.038
H: -14.674 -24.715 4.688
H: -15.004 -22.974 -4.153
H: -13.631 -27.895 -6.273
H: -18.766 -26.961 -1.634
H: -25.061 -22.811 7.571
H: -15.713 -19.756 -1.758
H: -22.588 -24.293 -1.823
H: -11.568 -26.915 -0.142
H: -15.530 -23.304 2.378
H: -11.384 -23.980 -1.918
H: -9.366 -22.776 -3.555
H: -9.754 -26.198 -5.567
H: -12.596 -25.676 -5.411
H: -22.095 -18.346 3.832
H: -18.571 -21.980 9.951
H: -16.224 -22.100 10.051
H: -23.821 -24.222 4.082
H: -14.649 -23.962 -7.024
H: -24.094 -22.686 -0.645
H: -18.157 -23.370 2.485
H: -18.486 -26.380 8.739
H: -9.835 -27.930 -3.938
H: -16.338 -18.187 9.824
H: -16.286 -24.404 1.053
H: -17.412 -25.713 4.347
H: -16.184 -20.724 1.382
H: -9.414 -25.353 2.910
H: -21.543 -20.416 8.080
H: -19.052 -25.640 7.190
H: -20.139 -23.908 8.516
H: -15.820 -26.698 1.297
H: -18.093 -25.299 -1.648
H: -11.490 -25.797 -4.025
H: -15.087 -20.424 0.171
H: -14.637 -28.366 -4.793
H: -20.463 -31.208 2.773
H: -7.763 -24.521 -2.510
H: -10.601 -27.786 1.754
H: -16.623 -19.366 11.114
H: -12.058 -32.452 2.678
H: -9.152 -28.972 4.412
H: -26.698 -22.489 -0.200
H: -22.431 -23.066 0.599
H: -24.200 -24.387 7.823
H: -23.997 -20.022 7.599
H: -13.734 -25.360 3.229
H: -16.828 -19.830 7.024
H: -16.784 -20.453 -3.857
H: -25.016 -23.288 -1.998
H: -19.258 -24.477 10.005
H: -15.215 -28.021 -2.776
H: -13.422 -26.338 -2.913
H: -17.203 -26.933 2.346
H: -12.056 -23.697 -0.280
H: -10.993 -26.006 3.372
H: -19.428 -31.787 1.623
H: -22.597 -23.565 4.961
H: -22.854 -19.372 11.233
H: -23.187 -25.212 5.469
H: -10.836 -28.508 -0.280
H: -14.760 -19.692 8.706
H: -20.199 -24.083 -0.672
H: -15.701 -25.485 -6.975
H: -27.297 -23.930 0.744
H: -19.152 -21.768 8.327
H: -11.738 -29.397 -3.776
H: -21.090 -25.581 4.691
H: -27.263 -23.949 -1.025
H: -18.336 -25.094 2.009
H: -20.350 -24.108 2.759
H: -13.187 -31.024 2.931
H: -10.985 -23.426 -3.656
H: -16.686 -24.008 4.375
H: -16.588 -21.593 6.643
H: -10.745 -24.245 2.617
H: -15.443 -29.683 0.353
H: -9.616 -30.058 5.744
H: -7.878 -26.887 -1.282
H: -22.044 -23.358 7.516
H: -21.165 -25.401 1.441
H: -21.868 -26.470 0.298
H: -12.116 -25.287 -1.047
H: -18.616 -20.116 9.955
H: -19.727 -23.553 4.254
H: -14.316 -26.685 -5.215
H: -23.721 -25.581 -1.382
H: -22.354 -19.422 2.430
H: -9.605 -29.044 -2.051
H: -20.208 -26.140 8.386
H: -17.991 -23.063 -3.818
H: -8.986 -27.140 1.111
H: -21.340 -19.541 12.096
H: -13.380 -21.551 6.916
H: -7.995 -25.839 -3.627
H: -19.582 -20.446 -0.157
H: -21.422 -18.254 11.029
H: -20.435 -25.609 -1.517
H: -10.916 -26.956 -6.674
H: -22.326 -19.029 6.016
H: -17.096 -23.901 9.177
H: -9.681 -28.813 -5.411
H: -10.278 -28.394 5.631
H: -8.731 -25.544 -0.628
H: -14.543 -27.445 -0.568
H: -14.010 -27.460 4.682
H: -14.512 -28.188 2.712
H: -18.560 -28.159 1.573
H: -13.326 -28.672 -0.389
H: -17.327 -26.594 -0.630
H: -16.089 -28.547 3.462
H: -21.268 -20.342 -0.881
H: -15.337 -22.046 8.514
H: -19.427 -26.068 4.906
H: -14.451 -20.117 10.401
H: -17.669 -23.660 7.546
H: -17.288 -19.006 -1.574
H: -14.607 -22.299 -2.019
H: -12.022 -31.120 1.549
H: -9.874 -23.957 -4.925
H: -16.778 -22.442 -1.618
H: -16.823 -24.108 -3.167
H: -12.093 -27.492 -2.450
H: -9.755 -32.575 -2.877
H: -15.645 -27.080 5.186
H: -23.011 -22.472 8.789
H: -24.547 -21.112 6.329
H: -20.878 -19.490 0.622
H: -23.925 -18.728 5.452
H: -12.070 -29.277 -5.533
H: -22.011 -21.681 6.151
H: -10.543 -26.475 -2.067
H: -15.217 -30.348 -1.336
H: -16.270 -19.171 0.511
H: -20.364 -26.496 3.416
H: -23.693 -18.545 3.178
H: -16.341 -29.015 -1.002
H: -16.359 -23.886 -7.415
H: -14.600 -24.554 1.506
H: -14.554 -20.274 6.611
H: -18.774 -31.061 3.115
H: -10.238 -31.440 3.382
H: -23.409 -24.795 0.973
H: -18.101 -19.105 8.597
H: -13.960 -29.308 -2.864
H: -18.297 -20.867 -2.963
H: -8.549 -32.349 -1.834
H: -13.266 -20.604 5.346
H: -15.969 -22.143 -5.347
H: -18.212 -20.890 6.755
H: -10.067 -32.942 -1.159

=====

Which of these has the highest net charge? C66H147LiN5OP